Density functional theory data (ωB97M-V/def2-TZVPD) for a molecular structure, C3H2CdFO3 at a distorted geometry.

XYZ file:
```
10
Properties=species:S:1:pos:R:3:forces:R:3
C 1.203435 0.354392 0.240863 1.39 3.73 -2.20
C 0.541914 0.756760 -1.058086 -1.63 -1.90 -0.32
O -0.537938 0.086795 -1.171186 -0.82 1.43 -0.30
C -0.855214 -0.524359 0.100750 1.45 -0.80 -0.16
O 0.170799 -0.296537 0.902765 -0.56 0.01 0.55
O -1.843244 -1.136755 0.269261 0.62 0.94 -0.89
Cd -3.044131 -2.108550 1.852977 -1.04 -0.83 1.15
F 2.293380 -0.358280 0.180449 0.19 -0.19 0.21
H 0.614763 1.698519 -1.617991 0.72 -0.59 -0.76
H 1.456237 1.528015 0.300199 -0.32 -1.81 2.72
```
Positions in Å, forces in eV/Å.

multiplicity = 2
calculated total energy = -16544.2326 eV
F_max = 4.6 eV/A
charge = +2
Kohn-Sham gap (spin up / spin down) = 5.23 / 9.99 eV
E_LUMO (spin up / spin down) = -11.985 / -11.981 eV
<S²> = 0.750

In elementary charge units, the Mulliken charges are:
1 C 0.58
2 C -0.01
3 O -0.06
4 C 0.66
5 O -0.18
6 O -0.40
7 Cd 0.88
8 F -0.14
9 H 0.41
10 H 0.25

***

Density functional theory data (ωB97M-V/def2-TZVPD) for a molecular structure, C3H2Cl2N2 at a distorted geometry.

XYZ file:
```
9
Properties=species:S:1:pos:R:3:forces:R:3
C -0.896282 -1.314374 0.498008 -1.89 -0.66 0.10
C -1.305760 -0.888013 -0.724043 1.49 1.02 -1.97
C 0.130066 -0.686757 1.028030 2.87 -0.39 3.92
N -0.369398 0.031532 -1.013046 -1.56 -0.61 0.46
N 0.391753 0.224129 0.099044 0.38 -0.16 0.21
Cl -2.452900 -1.325143 -1.826613 -0.85 -0.51 -0.39
Cl 0.250092 2.393108 -2.277567 -0.01 -0.04 -0.10
H 0.608406 -0.830279 2.046853 -0.54 0.65 -1.77
H -0.164541 1.090305 -1.777551 0.11 0.69 -0.45
```
Positions in Å, forces in eV/Å.

calculated total energy = -31162.2388 eV
F_max = 4.9 eV/A
charge = 0
Kohn-Sham gap (spin up / spin down) = 5.61 / 6.38 eV
E_LUMO (spin up / spin down) = -4.184 / -3.411 eV

In elementary charge units, the Mulliken charges are:
1 C -0.04
2 C 0.45
3 C -0.13
4 N -0.07
5 N -0.26
6 Cl -0.12
7 Cl -0.49
8 H 0.35
9 H 0.32

***

Density functional theory data (ωB97M-V/def2-TZVPD) for a molecular structure, C3H2Cl2N2 at a distorted geometry.

XYZ file:
```
9
Properties=species:S:1:pos:R:3:forces:R:3
C -0.219138 -1.741087 -0.656910 -0.15 -0.07 0.18
C 1.024801 -1.145292 -0.266536 1.33 -1.18 0.06
C -1.170370 -1.077024 0.247339 -2.22 0.93 1.58
N 0.648537 0.088960 -0.415800 -0.69 0.40 0.12
N -0.652068 -0.276206 -0.866375 -0.20 0.01 -0.23
Cl 2.612441 -1.669363 0.094099 -0.54 0.03 -0.01
Cl -3.045688 -1.286333 0.007012 2.27 -0.03 0.45
H -0.947867 -0.671262 1.318064 -0.47 -1.04 -1.97
H 1.040425 0.990188 -0.492242 0.68 0.95 -0.18
```
Positions in Å, forces in eV/Å.

calculated total energy = -31162.8426 eV
F_max = 2.9 eV/A
charge = 0
Kohn-Sham gap = 9.24 eV
E_LUMO = 0.030 eV

In elementary charge units, the Mulliken charges are:
1 C -0.45
2 C 0.43
3 C 0.29
4 N -0.04
5 N -0.34
6 Cl -0.15
7 Cl -0.21
8 H 0.26
9 H 0.19